{"formula": "C42H105BCdF4N7O4S", "method": "ωB97M-V/def2-TZVPD", "gap_ev": 7.57, "largest_force_ev_per_a": 6.78, "molar_mass_da": 1003.63, "charge": -1, "relative_energy_ev": 4.6431, "elements": ["Cd", "S", "O", "O", "O", "O", "B", "F", "F", "F", "F", "C", "C", "N", "C", "C", "C", "C", "H", "H", "H", "H", "H", "H", "H", "H", "H", "H", "H", "H", "H", "H", "H", "C", "C", "N", "C", "C", "C", "C", "H", "H", "H", "H", "H", "H", "H", "H", "H", "H", "H", "H", "H", "H", "H", "C", "C", "N", "C", "C", "C", "C", "H", "H", "H", "H", "H", "H", "H", "H", "H", "H", "H", "H", "H", "H", "H", "C", "C", "N", "C", "C", "C", "C", "H", "H", "H", "H", "H", "H", "H", "H", "H", "H", "H", "H", "H", "H", "H", "C", "C", "N", "C", "C", "C", "C", "H", "H", "H", "H", "H", "H", "H", "H", "H", "H", "H", "H", "H", "H", "H", "C", "C", "N", "C", "C", "C", "C", "H", "H", "H", "H", "H", "H", "H", "H", "H", "H", "H", "H", "H", "H", "H", "C", "C", "N", "C", "C", "C", "C", "H", "H", "H", "H", "H", "H", "H", "H", "H", "H", "H", "H", "H", "H", "H"], "coordinates": [[10.017, 16.681, -6.390], [9.080, 14.651, -7.595], [8.975, 14.511, -9.003], [8.539, 13.499, -6.924], [10.439, 14.986, -7.187], [8.428, 15.862, -7.133], [10.597, 18.753, -7.051], [10.459, 17.812, -8.046], [10.867, 20.015, -7.510], [9.482, 18.744, -6.301], [11.634, 18.169, -6.344], [14.882, 22.514, -11.510], [15.295, 21.788, -10.230], [14.699, 20.431, -10.262], [15.485, 19.525, -9.479], [16.825, 19.137, -10.149], [13.302, 20.486, -9.729], [12.487, 19.337, -10.223], [15.275, 23.530, -11.542], [13.804, 22.446, -11.663], [15.474, 22.019, -12.280], [16.382, 21.812, -10.311], [15.030, 22.401, -9.369], [14.960, 18.584, -9.312], [15.694, 19.889, -8.473], [16.741, 18.467, -11.005], [17.433, 18.617, -9.410], [17.421, 19.987, -10.482], [13.328, 20.500, -8.639], [12.769, 21.370, -10.079], [12.847, 18.333, -9.996], [11.447, 19.449, -9.915], [12.452, 19.486, -11.302], [12.367, 15.347, -4.754], [10.926, 15.078, -4.193], [10.034, 16.215, -4.358], [10.471, 17.439, -3.611], [10.602, 17.255, -2.101], [8.699, 15.829, -3.919], [7.563, 16.859, -4.074], [12.358, 15.712, -5.781], [12.872, 14.383, -4.808], [12.897, 15.999, -4.059], [10.455, 14.240, -4.707], [10.985, 14.718, -3.166], [11.467, 17.798, -3.873], [9.799, 18.278, -3.788], [11.245, 18.049, -1.722], [9.633, 17.337, -1.608], [11.120, 16.349, -1.786], [8.738, 15.616, -2.851], [8.455, 14.874, -4.384], [7.450, 17.250, -5.085], [7.557, 17.713, -3.397], [6.651, 16.299, -3.865], [11.778, 13.138, -13.519], [11.918, 14.599, -13.874], [11.550, 15.396, -12.742], [11.322, 16.767, -13.170], [10.059, 17.056, -13.957], [12.675, 15.387, -11.803], [12.114, 15.722, -10.432], [10.734, 12.852, -13.386], [12.309, 12.830, -12.618], [12.290, 12.549, -14.280], [12.925, 14.845, -14.212], [11.256, 14.785, -14.720], [11.264, 17.375, -12.267], [12.259, 17.095, -13.620], [10.104, 16.702, -14.986], [9.150, 16.606, -13.558], [9.868, 18.129, -13.928], [13.466, 16.045, -12.162], [13.173, 14.462, -11.513], [11.401, 14.981, -10.073], [11.612, 16.689, -10.440], [12.853, 15.921, -9.656], [7.031, 21.631, -10.086], [6.644, 22.740, -9.098], [6.561, 22.314, -7.734], [5.678, 23.097, -6.892], [6.082, 24.554, -6.695], [7.880, 22.212, -7.154], [7.925, 21.455, -5.890], [6.648, 21.889, -11.072], [6.562, 20.701, -9.765], [8.099, 21.486, -10.253], [7.173, 23.660, -9.347], [5.624, 22.960, -9.413], [4.685, 23.070, -7.340], [5.602, 22.558, -5.948], [6.335, 24.984, -7.664], [5.372, 25.202, -6.181], [7.015, 24.549, -6.133], [8.336, 23.194, -7.028], [8.567, 21.680, -7.811], [7.488, 22.107, -5.133], [8.909, 21.052, -5.652], [7.224, 20.626, -5.982], [5.906, 15.309, -9.737], [6.448, 16.736, -10.071], [6.935, 16.912, -11.461], [5.822, 16.560, -12.339], [6.188, 16.631, -13.792], [7.368, 18.282, -11.597], [8.719, 18.584, -10.881], [4.844, 15.163, -9.930], [5.982, 15.239, -8.652], [6.426, 14.525, -10.288], [5.668, 17.454, -9.817], [7.243, 16.898, -9.342], [4.893, 17.100, -12.156], [5.596, 15.507, -12.176], [7.138, 16.127, -13.972], [6.272, 17.639, -14.197], [5.438, 16.066, -14.345], [7.603, 18.438, -12.650], [6.640, 19.045, -11.321], [8.616, 18.607, -9.797], [9.439, 17.779, -11.027], [9.252, 19.442, -11.292], [15.179, 21.853, -6.172], [14.375, 22.921, -5.481], [13.635, 22.354, -4.272], [13.231, 23.470, -3.362], [14.476, 23.779, -2.498], [12.465, 21.640, -4.797], [11.532, 20.980, -3.724], [14.518, 21.069, -6.542], [15.952, 21.459, -5.511], [15.717, 22.249, -7.033], [15.135, 23.594, -5.085], [13.700, 23.528, -6.086], [12.769, 24.324, -3.859], [12.467, 23.128, -2.664], [14.907, 22.849, -2.125], [15.283, 24.249, -3.060], [14.284, 24.410, -1.630], [12.775, 20.835, -5.463], [11.854, 22.301, -5.412], [11.012, 21.727, -3.123], [12.148, 20.390, -3.046], [10.798, 20.324, -4.191], [15.005, 19.505, -2.353], [14.389, 18.181, -2.689], [14.999, 17.429, -3.817], [16.383, 16.996, -3.665], [16.544, 15.939, -2.576], [14.878, 18.238, -5.057], [14.890, 17.398, -6.353], [15.971, 19.418, -1.857], [14.365, 20.070, -1.675], [15.151, 20.123, -3.239], [14.426, 17.500, -1.839], [13.329, 18.275, -2.925], [16.780, 16.705, -4.637], [16.947, 17.875, -3.355], [16.092, 16.246, -1.634], [16.193, 14.974, -2.943], [17.604, 15.732, -2.424], [15.676, 18.980, -5.099], [13.933, 18.779, -5.098], [14.474, 17.964, -7.187], [14.358, 16.455, -6.227], [15.911, 17.220, -6.688]], "atomic_forces_ev_per_a": [[1.059, 0.769, 4.127], [-1.921, -3.690, -1.907], [0.136, 0.050, -2.367], [-0.015, -0.940, 1.346], [5.080, -4.361, -1.047], [-6.411, 1.709, -0.400], [1.941, 2.626, -2.116], [-0.243, 0.982, -3.998], [0.243, 0.317, -0.006], [-2.591, 1.973, 1.686], [2.530, 1.160, 1.758], [0.746, -0.244, 0.086], [-0.414, 0.352, -1.159], [-0.383, 1.370, 0.494], [1.136, -1.153, -0.404], [0.034, 0.033, 0.368], [0.775, -0.226, 0.014], [-0.640, -0.003, -0.890], [-0.464, 0.312, 0.287], [0.181, 0.212, -0.335], [-0.662, -0.221, -0.477], [0.074, -0.671, 0.519], [-0.239, -0.257, 0.507], [-0.322, 0.049, -0.181], [0.084, 0.394, 0.349], [-0.420, 0.052, -0.010], [0.075, -0.086, 0.076], [-0.136, 0.169, 0.066], [-0.007, 0.217, 0.330], [0.425, 0.318, 0.100], [0.031, 0.204, 0.099], [0.081, -0.233, 0.365], [0.093, -0.507, -0.284], [-1.293, -0.675, 0.781], [1.303, -0.631, -0.796], [0.262, 1.307, 2.468], [0.666, -0.332, 1.052], [-0.184, 0.261, 0.367], [-0.883, 0.217, 0.823], [-0.098, -0.460, -0.519], [-0.088, 0.214, 0.214], [0.143, 0.008, 0.180], [0.262, 0.058, -0.377], [0.105, 0.108, -0.426], [0.067, 0.356, 0.404], [-0.125, -0.422, -0.994], [-0.162, -0.291, -0.308], [-0.166, 0.272, 0.060], [0.077, -0.183, 0.216], [-0.230, -0.203, -0.211], [0.144, -0.225, 0.334], [-0.167, 0.229, -0.428], [0.161, -0.139, -0.121], [0.443, -0.103, 0.201], [-0.122, 0.047, -0.019], [0.697, -0.707, -0.195], [-0.628, -0.825, -0.055], [0.368, -0.328, -0.244], [-0.041, 0.274, 1.333], [-0.137, -0.252, -0.393], [-0.665, 0.194, 1.858], [-0.187, 1.597, 0.593], [0.069, -0.010, -0.205], [-0.086, 0.422, 0.250], [-0.437, -0.288, -0.373], [0.510, 0.016, -0.169], [-0.104, 0.192, -0.009], [-0.056, -0.024, 0.103], [0.064, 0.486, -0.849], [0.140, 0.241, -0.185], [0.317, -0.213, 0.541], [0.141, 0.095, -0.304], [0.239, 0.453, 0.044], [-0.273, -0.696, -1.407], [0.064, -0.029, -0.133], [-0.498, -0.134, -0.108], [0.481, -0.524, 0.004], [0.253, 0.167, 0.028], [-1.369, -0.441, -1.532], [0.737, 0.046, 0.206], [-0.859, 0.053, -0.157], [0.899, -0.186, 0.021], [1.301, -0.229, -1.046], [-1.074, -0.291, 1.076], [-0.182, 0.012, -0.056], [0.166, -0.044, -0.053], [0.072, -0.121, 0.436], [0.610, 0.267, 0.459], [-0.345, 0.237, 0.212], [-0.131, -0.130, -0.085], [-0.097, 0.207, 0.129], [-0.199, 0.199, -0.037], [-0.163, -0.271, -0.039], [0.009, 0.343, 0.206], [0.190, 0.378, 0.037], [-0.294, 0.039, -0.620], [0.468, -0.224, 0.707], [-0.108, 0.366, 0.151], [0.130, -0.306, 0.025], [-0.177, 0.903, -0.076], [0.226, -1.555, 0.281], [-1.315, 0.065, 1.517], [0.769, -0.529, -0.254], [0.115, -0.096, -0.704], [1.968, 0.367, -0.832], [-0.228, -0.977, 0.115], [-0.207, 0.324, -0.357], [0.424, -0.562, -0.076], [0.394, 0.068, 0.501], [-0.357, 0.429, -0.190], [0.303, 0.064, -0.355], [-0.226, 0.472, 0.275], [-0.028, 0.043, 0.364], [0.042, -0.013, 0.096], [-0.139, 0.025, -0.022], [-0.102, 0.214, -0.277], [-0.229, 0.103, -0.217], [-0.497, -0.002, 0.204], [-0.012, 0.532, -0.009], [-0.258, -0.438, -0.227], [-0.466, 0.441, 0.213], [-0.300, -0.142, -0.694], [0.411, -0.180, 2.244], [-0.526, 0.959, -1.114], [1.204, -1.186, 0.676], [0.003, 0.326, -0.188], [-0.937, -0.645, 0.653], [0.994, 0.572, -0.352], [0.301, -0.261, 0.018], [-0.276, -0.191, 0.169], [-0.118, 0.149, -0.129], [-0.221, 0.367, 0.144], [-0.163, -0.234, -0.423], [0.297, 0.307, -0.374], [-0.009, -0.313, -0.152], [-0.266, -0.146, -0.028], [-0.092, 0.152, -0.134], [-0.249, 0.135, -0.067], [0.229, 0.058, 0.026], [-0.258, 0.277, -0.220], [-0.123, -0.041, -0.079], [0.016, -0.142, 0.076], [0.064, 0.111, -0.123], [0.336, 0.710, 0.154], [0.491, -1.511, -0.324], [-0.920, 0.698, -1.176], [-0.426, 0.760, 1.133], [0.583, -0.422, -0.932], [-0.320, -0.881, -0.448], [0.672, 0.329, 0.179], [0.097, -0.159, 0.006], [-0.105, 0.025, 0.026], [-0.140, 0.077, -0.003], [-0.059, 0.109, 0.269], [-0.004, 0.171, -0.153], [-0.156, -0.307, 0.124], [0.625, 0.278, -0.017], [-0.018, -0.228, -0.116], [-0.645, 0.044, 0.290], [0.186, 0.345, 0.264], [0.179, 0.277, -0.090], [-0.116, 0.024, 0.581], [-0.414, 0.022, 0.182], [0.050, 0.138, -0.063], [0.156, -0.413, 0.145]], "mulliken_charge": [2.985, 1.025, -0.683, -0.834, -1.064, -0.727, 2.033, -1.202, -0.193, -1.129, -1.025, -1.322, -0.202, 0.335, 0.655, -1.546, 0.033, -0.271, 0.418, 0.297, 0.288, 0.448, 0.045, -0.045, -0.207, 0.324, 0.419, 0.332, -0.647, 0.641, -0.072, -0.311, 0.430, -0.468, -1.046, 0.622, 0.856, -1.700, -0.892, -1.259, -0.388, 0.608, 0.063, 0.548, 0.557, -1.178, 0.182, 0.455, 0.421, 0.245, 0.598, 0.663, 0.104, 0.258, 0.473, -1.336, -0.361, 0.341, 0.420, -1.626, -1.079, -0.201, 0.286, 0.305, 0.425, 0.349, 0.318, -0.478, 0.421, 0.547, 0.145, 0.412, 0.235, 0.502, 0.368, -0.364, 0.362, -1.262, -0.649, 0.269, -0.739, -0.957, 0.020, -0.985, 0.533, 0.283, 0.233, 0.249, 0.488, 0.456, 0.404, 0.254, 0.414, 0.229, 0.288, -0.146, 0.423, -0.222, 0.439, -1.749, 0.604, 0.545, -0.429, -1.373, -1.185, -1.346, 0.516, 0.324, 0.356, 0.326, -0.610, 0.385, 0.424, 0.284, 0.306, 0.454, 0.412, 0.422, 0.188, 0.532, 0.633, -0.523, -1.028, 0.970, -0.475, -1.205, -0.106, -0.625, -0.321, 0.314, 0.570, 0.393, 0.354, 0.329, 0.264, 0.181, 0.306, 0.440, -0.554, 0.487, 0.566, 0.027, -0.453, -1.512, 0.610, 0.862, -0.503, -1.426, 0.080, -1.186, 0.399, 0.536, 0.052, 0.744, -1.059, 0.417, 0.347, 0.326, 0.273, 0.438, 0.375, -0.357, -0.194, 0.188, 0.700]}